Record 1
Molecular formula: C33H53CaN4O8P2
Method: DFT, ωB97M-V/def2-TZVPD

Geometry as XYZ:
```
101
Properties=species:S:1:pos:R:3
Ca 0.000 0.000 0.000
C -2.601 1.323 0.099
C -3.293 0.599 -1.078
C -2.932 -0.853 -1.275
C -3.833 -1.713 -1.903
C -3.484 -3.050 -2.082
C -2.246 -3.494 -1.638
C -1.403 -2.575 -1.041
N -1.715 -1.273 -0.870
N -1.239 1.964 0.040
C -1.125 2.924 -1.074
C -0.783 2.210 -2.338
C -0.616 2.878 -3.549
C -0.302 2.130 -4.678
C -0.154 0.754 -4.558
C -0.340 0.184 -3.309
N -0.675 0.877 -2.199
C -1.169 2.743 1.318
C 0.259 2.872 1.666
C 0.794 3.771 2.574
C 2.172 3.753 2.767
C 2.947 2.840 2.057
C 2.306 1.978 1.181
N 0.974 1.979 0.975
H -3.311 2.118 0.378
H -2.592 0.621 0.945
H -4.368 0.617 -0.843
H -3.208 1.149 -2.019
H -4.796 -1.351 -2.246
H -4.174 -3.736 -2.562
H -1.942 -4.528 -1.756
H -0.419 -2.858 -0.679
H -2.048 3.502 -1.202
H -0.312 3.639 -0.894
H -0.725 3.954 -3.609
H -0.166 2.616 -5.640
H 0.101 0.138 -5.412
H -0.230 -0.886 -3.162
H -1.661 3.720 1.234
H -1.639 2.200 2.149
H 0.164 4.469 3.112
H 2.639 4.442 3.464
H 4.023 2.798 2.182
H 2.857 1.244 0.601
C 2.479 -6.256 -0.747
C 1.604 -5.367 0.135
C 0.372 -6.130 0.621
O 1.184 -4.238 -0.643
P 1.596 -2.910 0.313
O 1.626 -1.530 -0.142
C 0.629 -2.576 1.838
P 1.073 -1.144 2.891
O 1.391 -0.227 1.789
O 2.798 -0.983 3.147
C 3.138 -1.864 4.170
C 3.738 -1.068 5.328
C 4.139 -2.889 3.642
O 0.314 -0.716 4.377
C -1.104 -0.862 4.390
C -1.540 -2.323 4.544
C -1.840 -0.140 3.247
O 3.334 -2.762 0.421
C 3.986 -2.146 -0.704
C 4.186 -0.648 -0.430
C 5.320 -2.832 -0.908
H 2.816 -7.150 -0.180
H 3.376 -5.689 -1.076
H 1.917 -6.587 -1.646
H 2.215 -5.102 1.030
H -0.248 -6.456 -0.242
H -0.243 -5.476 1.274
H 0.678 -7.024 1.206
H 0.836 -3.440 2.463
H -0.462 -2.552 1.575
H 2.270 -2.437 4.575
H 4.636 -0.508 4.990
H 4.027 -1.750 6.157
H 2.989 -0.344 5.713
H 5.043 -2.382 3.240
H 3.672 -3.489 2.835
H 4.444 -3.585 4.454
H -1.438 -0.345 5.316
H -1.278 -2.930 3.661
H -2.640 -2.377 4.684
H -1.051 -2.766 5.437
H -1.645 -0.607 2.263
H -1.538 0.928 3.218
H -2.938 -0.184 3.422
H 3.406 -2.288 -1.648
H 4.789 -0.505 0.491
H 3.215 -0.131 -0.289
H 4.707 -0.173 -1.285
H 5.955 -2.730 -0.001
H 5.852 -2.386 -1.775
H 5.163 -3.913 -1.111
O -1.401 -0.635 1.331
C 0.932 -1.752 -3.013
O 0.590 -1.109 -1.907
H 0.138 -2.304 -3.543
H 1.702 -2.537 -2.924
H 1.349 -1.151 -3.839
```

2S+1 = 1
Total charge = -1
Energy above the lowest of the compared OMol25 structures with the same formula, charge and spin = 197.33 kcal per mole
Orbital gap = 3.75 eV
HOMO level = -1.2 eV



Record 2
Molecular formula: C33H53MnN7PTe2
Method: DFT, ωB97M-V/def2-TZVPD

Geometry as XYZ:
```
97
Properties=species:S:1:pos:R:3
Mn -0.680 -0.064 0.516
Te -1.330 0.309 2.919
C -1.326 -3.107 -0.933
N -2.097 -4.359 -1.051
C -1.877 -5.154 0.164
N -2.267 -4.438 1.384
C -1.494 -3.184 1.462
N -1.705 -2.329 0.272
C -3.157 -2.027 0.183
N -3.964 -3.259 0.082
C -3.525 -4.005 -1.105
C -3.690 -4.083 1.269
H -1.489 -2.494 -1.812
H -0.266 -3.349 -0.872
H -0.818 -5.409 0.230
H -2.455 -6.079 0.092
H -0.430 -3.423 1.527
H -1.768 -2.608 2.338
H -3.322 -1.412 -0.694
H -3.430 -1.465 1.070
H -3.701 -3.393 -1.991
H -4.111 -4.921 -1.187
H -4.281 -4.999 1.212
H -3.983 -3.526 2.158
N -0.007 -0.595 -2.373
C -0.300 -0.723 -3.673
C -1.624 -0.335 -3.924
C -2.089 0.051 -2.672
N -1.131 -0.125 -1.743
H 1.154 -0.587 -0.900
H 0.447 -1.086 -4.367
H -2.153 -0.314 -4.865
H -3.061 0.436 -2.397
Te -2.436 1.913 0.342
C -3.181 3.355 -1.160
C -4.461 3.203 -1.711
C -4.914 4.052 -2.725
C -4.089 5.062 -3.209
C -2.816 5.223 -2.674
C -2.365 4.373 -1.661
C -3.149 3.201 1.845
C -4.440 3.030 2.338
C -4.938 3.900 3.306
C -4.150 4.945 3.780
C -2.862 5.115 3.282
C -2.363 4.246 2.316
H -5.112 2.417 -1.341
H -5.907 3.921 -3.140
H -4.435 5.717 -4.000
H -2.169 6.008 -3.050
H -1.366 4.504 -1.257
H -5.048 2.206 1.984
H -5.939 3.756 3.694
H -4.535 5.619 4.538
H -2.239 5.921 3.651
H -1.351 4.368 1.946
C 3.566 -1.205 -2.325
C 3.762 0.036 -1.434
C 5.252 0.390 -1.399
C 2.969 1.184 -2.111
P 2.999 -0.323 0.236
N 1.430 -0.292 0.051
C 3.550 0.956 1.486
C 4.999 0.780 1.964
C 3.398 2.339 0.815
C 2.618 0.961 2.716
C 3.501 -2.023 0.839
C 4.983 -2.382 0.698
C 2.628 -3.073 0.123
C 3.099 -2.091 2.325
H 3.833 -0.924 -3.348
H 2.523 -1.546 -2.339
H 4.210 -2.033 -2.035
H 5.603 0.481 -2.435
H 5.864 -0.371 -0.910
H 5.437 1.347 -0.910
H 2.992 1.035 -3.195
H 3.407 2.159 -1.902
H 1.917 1.206 -1.816
H 5.728 0.742 1.152
H 5.124 -0.116 2.578
H 5.254 1.640 2.596
H 4.128 2.508 0.022
H 3.563 3.100 1.585
H 2.392 2.484 0.413
H 2.893 0.204 3.455
H 1.570 0.833 2.479
H 2.705 1.942 3.203
H 5.283 -2.517 -0.343
H 5.160 -3.335 1.212
H 5.643 -1.639 1.151
H 2.951 -3.293 -0.892
H 1.586 -2.753 0.090
H 2.678 -4.007 0.697
H 3.769 -1.519 2.968
H 3.153 -3.138 2.642
H 2.076 -1.742 2.491
```

2S+1 = 6
Expectation value of S² = 8.7659
Total charge = -1
Energy above the lowest of the compared OMol25 structures with the same formula, charge and spin = 13.08 kcal per mole
Orbital gap (spin up / spin down) = 5.20 / 5.38 eV
HOMO level (spin up / spin down) = -2.9 / -3.1 eV



Record 3
Molecular formula: C33H54BrF9IN6O8
Method: DFT, ωB97M-V/def2-TZVPD

Geometry as XYZ:
```
112
Properties=species:S:1:pos:R:3
C 5.762 2.146 -0.029
C 5.501 1.542 -1.414
C 4.225 1.036 -2.130
I 5.124 0.382 -4.060
N 3.130 0.104 -1.539
C 2.207 0.981 -0.732
F 1.423 0.245 0.036
F 1.392 1.606 -1.606
C 2.608 2.213 0.145
F 3.345 1.895 1.199
F 3.204 3.180 -0.570
C 1.308 2.962 0.724
F 1.567 3.272 2.000
F 0.174 2.257 0.747
C 0.989 4.349 0.051
F -0.224 4.689 0.550
F 1.832 5.297 0.445
F 0.858 4.287 -1.271
C 2.311 -0.396 -2.745
O 2.099 0.594 -3.721
C 2.130 0.276 -4.974
N 2.189 -0.072 -6.109
C 1.035 -1.188 -2.516
C -0.262 -0.340 -2.474
C -1.592 -0.927 -2.969
C -2.783 -0.196 -2.330
C -2.713 1.349 -2.371
N -2.960 1.959 -1.047
C 0.847 -2.092 -3.740
O 2.121 -2.572 -4.158
C 2.108 -3.195 -5.420
N 1.165 -2.108 -1.376
Br -0.420 -2.515 -0.482
C 2.427 -2.287 -0.600
O 2.012 -2.181 0.762
C 2.752 -3.815 -0.698
C 2.916 -4.540 -2.011
C 4.197 -4.642 -2.820
N 1.881 -5.168 -2.399
C 3.597 -1.185 -0.802
C 4.068 -0.801 0.623
C 4.788 -1.836 1.434
N 5.952 -1.554 1.848
C 4.792 -1.885 -1.443
C 6.267 -1.466 -1.263
O 7.072 -2.567 -0.857
H 6.834 2.295 0.042
H 5.517 1.577 0.858
H 5.377 3.142 0.135
H 6.368 0.947 -1.636
H 5.760 2.382 -2.057
H 3.683 1.874 -2.523
H 2.973 -1.150 -3.169
H -0.129 0.567 -3.046
H -0.443 0.030 -1.471
H -1.669 -0.775 -4.043
H -1.746 -1.983 -2.795
H -2.940 -0.589 -1.329
H -3.646 -0.505 -2.912
H -1.791 1.729 -2.794
H -3.530 1.690 -2.998
H -3.804 1.503 -0.717
H -2.240 1.601 -0.429
H 0.442 -1.547 -4.589
H 0.215 -2.928 -3.474
H 1.278 -2.887 -6.051
H 2.078 -4.280 -5.337
H 3.019 -2.923 -5.938
H 2.444 -2.853 1.293
H 3.594 -4.065 -0.047
H 1.936 -4.335 -0.219
H 4.336 -3.825 -3.517
H 4.201 -5.584 -3.344
H 5.042 -4.708 -2.134
H 2.058 -5.646 -3.278
H 4.804 -0.017 0.489
H 3.293 -0.369 1.241
H 4.354 -2.791 1.712
H 6.312 -2.330 2.398
H 4.648 -2.091 -2.497
H 4.873 -2.884 -1.046
H 6.472 -0.691 -0.541
H 6.700 -1.127 -2.199
H 7.029 -3.228 -1.551
O -4.746 0.303 1.048
C -4.938 0.949 2.049
O -4.892 2.275 1.978
C -5.273 3.138 3.070
C -4.130 3.340 4.039
C -5.146 0.281 3.387
H -6.169 2.778 3.551
H -5.529 4.089 2.605
H -3.831 2.403 4.510
H -4.418 4.039 4.821
H -3.257 3.732 3.514
H -4.174 0.021 3.804
H -5.718 -0.631 3.227
H -5.692 0.889 4.104
O -6.682 2.727 5.653
C -7.673 2.073 5.848
O -8.777 2.361 5.148
C -9.962 1.555 5.171
C -10.855 1.901 6.344
C -7.716 0.998 6.907
H -9.707 0.495 5.140
H -10.477 1.779 4.239
H -10.363 1.707 7.297
H -11.774 1.316 6.307
H -11.111 2.959 6.322
H -7.902 1.466 7.872
H -6.745 0.508 6.934
H -8.462 0.227 6.731
```

2S+1 = 1
Total charge = +1
Orbital gap = 7.09 eV
HOMO level = -10.6 eV



Record 4
Molecular formula: C33H54Cl2InO18
Method: DFT, ωB97M-V/def2-TZVPD

Geometry as XYZ:
```
108
Properties=species:S:1:pos:R:3
C -4.209 -0.989 1.568
C -5.441 -0.945 0.630
C -5.368 -2.081 -0.415
C -4.340 -1.733 -1.532
C -3.143 -2.701 -1.608
C -1.794 -2.011 -1.333
In -1.246 -0.514 -2.947
C -0.931 1.457 -1.801
Cl 0.682 1.893 -1.142
C -1.878 2.317 -1.567
C -1.658 3.586 -0.772
Cl -3.492 2.016 -2.180
H -3.609 -1.884 1.411
H -3.577 -0.124 1.360
H -4.536 -0.957 2.608
H -5.484 -0.007 0.075
H -6.368 -1.029 1.203
H -6.370 -2.222 -0.830
H -5.102 -3.007 0.102
H -4.006 -0.709 -1.358
H -4.900 -1.730 -2.467
H -3.081 -3.141 -2.604
H -3.288 -3.479 -0.846
H -1.834 -1.490 -0.368
H -0.958 -2.716 -1.277
H -2.611 -0.293 -4.090
H 0.217 -1.018 -3.813
H -0.995 4.280 -1.287
H -1.130 3.276 0.133
H -2.592 4.041 -0.445
C -2.477 -6.788 -3.998
C -1.944 -5.885 -5.082
C -0.465 -6.013 -5.328
O -0.135 -4.733 -5.875
C -1.039 -3.841 -5.360
O -0.960 -2.666 -5.443
O -2.047 -4.506 -4.716
H -2.520 -7.822 -4.343
H -1.849 -6.747 -3.106
H -3.478 -6.477 -3.697
H -2.517 -6.029 -6.004
H -0.222 -6.807 -6.030
H 0.115 -6.154 -4.412
C 3.419 3.514 0.653
C 2.897 3.909 2.008
C 1.676 4.790 1.975
O 1.777 5.482 3.232
C 3.091 5.541 3.549
O 3.543 6.196 4.438
O 3.827 4.758 2.722
H 2.757 2.775 0.205
H 3.483 4.376 -0.015
H 4.422 3.094 0.729
H 2.729 3.016 2.618
H 0.747 4.228 1.914
H 1.703 5.530 1.172
C -0.406 -7.681 0.839
C 0.639 -8.202 -0.117
C 1.528 -7.144 -0.721
O 1.929 -7.764 -1.951
C 0.938 -8.620 -2.306
O 0.863 -9.163 -3.361
O 0.040 -8.767 -1.296
H 0.050 -7.385 1.783
H -0.929 -6.820 0.420
H -1.157 -8.446 1.036
H 1.229 -8.989 0.364
H 2.393 -6.908 -0.105
H 0.994 -6.221 -0.959
C -5.703 5.362 -1.955
C -6.846 4.453 -1.582
C -7.926 4.330 -2.624
O -9.069 3.987 -1.829
C -8.868 4.518 -0.593
O -9.697 4.576 0.258
O -7.596 4.977 -0.468
H -5.065 4.888 -2.701
H -6.065 6.311 -2.357
H -5.101 5.597 -1.078
H -6.462 3.472 -1.290
H -7.720 3.558 -3.363
H -8.135 5.273 -3.136
C 3.094 1.939 7.545
C 4.224 1.517 6.638
C 5.103 2.642 6.155
O 5.614 2.109 4.927
C 4.687 1.235 4.454
O 4.708 0.754 3.369
O 3.732 0.996 5.393
H 3.472 2.200 8.534
H 2.563 2.801 7.137
H 2.367 1.134 7.648
H 4.814 0.729 7.116
H 5.914 2.878 6.842
H 4.548 3.556 5.928
C 7.194 3.549 2.143
C 8.305 3.131 1.213
C 9.173 4.259 0.717
O 9.664 3.734 -0.521
C 8.730 2.853 -0.980
O 8.737 2.371 -2.064
O 7.793 2.610 -0.025
H 7.589 3.810 3.125
H 6.653 4.412 1.749
H 6.465 2.747 2.263
H 8.907 2.344 1.679
H 9.994 4.496 1.390
H 8.607 5.170 0.504
```

2S+1 = 1
Total charge = -1
Orbital gap = 6.39 eV
HOMO level = -4.6 eV



Number 1: E_tot -3470.20809 Eh. Number 2: E_tot -3700.99071 Eh. Number 3: E_tot -5990.25651 Eh. Number 4: E_tot -3754.72752 Eh.